[1]
Entry from the OMol25 dataset: one molecule with the formula C8H9N (ωB97M-V/def2-TZVPD).

**Relative energy (zero: lowest compared OMol25 entry of this formula, charge and spin)**: 457.8 kJ/mol
**Spin multiplicity**: 1
**E_tot**: -364.80492 Eh
**LUMO**: 0.7 eV
**SMILES**: C#CC1=CC(CN)=CC1

Cartesian coordinates (Å):
C  3.5338  -2.1832  -0.0432
C  2.6010  -1.3672  -0.1104
C  1.1968  -0.7487  -0.2976
C  0.7470  0.5205  -0.0693
C  -0.7140  0.5676  -0.1803
C  -1.5403  1.6948  0.0776
N  -1.6490  1.7996  1.4910
C  -1.1480  -0.6814  -0.5779
C  0.0118  -1.5985  -0.6553
H  4.6078  -2.5135  -0.0558
H  1.2596  1.4498  0.0324
H  -1.3873  2.6263  -0.6328
H  -2.6364  1.3316  -0.3028
H  -1.6729  2.9781  1.5957
H  -0.8850  1.3770  2.1832
H  -2.1744  -0.8358  -0.7027
H  -0.1149  -2.5010  -0.1122
H  -0.0354  -1.9159  -1.6398

Atomic partial charges in e from the natural (NBO) method, atoms 1 to 4: -0.259, -0.018, -0.050, -0.194

***

[2]
Entry from the OMol25 dataset: a 12-piece molecular cluster, C39H68N3O19 overall (ωB97M-V/def2-TZVPD).

**Relative energy (zero: lowest compared OMol25 entry of this formula, charge and spin)**: 0.0 kJ/mol
**Charge**: -1
**Spin multiplicity**: 1
**E_tot**: -3119.61693 Eh
**LUMO**: -1.0 eV

Cartesian coordinates (Å):
C  -1.8643  -0.7261  1.0762
C  -0.8473  -0.0541  0.1892
O  -0.7783  1.1329  0.1022
N  0.1747  -1.0681  -0.5108
H  0.4727  -1.7071  0.0732
H  -0.2953  -1.6771  -1.0078
C  1.1147  -0.2421  -1.3388
H  -2.1103  -0.4331  1.9842
H  -1.9373  -1.7401  0.9992
H  -2.8613  -0.5011  0.5692
H  1.8797  -0.9461  -1.8078
H  1.6897  0.3789  -0.7368
H  0.6337  0.0049  -2.0738
N  -1.6833  -3.5861  -1.4018
O  -2.2863  -2.5581  -1.7448
O  -2.1613  -4.2721  -0.5358
O  -0.4293  -3.5061  -1.6208
N  2.1577  -3.3421  2.1462
O  2.1657  -2.6251  3.1972
O  3.0597  -4.1731  1.9222
O  1.3057  -3.0571  1.3022
C  3.4737  3.6029  -0.7908
C  4.2867  4.0559  -2.0788
C  4.9657  5.3179  -1.7858
O  5.1947  3.1959  -2.3628
H  3.0317  2.5009  -0.8788
H  2.7697  4.3889  -0.4858
H  4.2107  3.3809  -0.0408
H  3.7467  4.0529  -2.8888
H  5.8417  5.1039  -1.0878
H  4.2637  6.1569  -1.3308
H  5.1557  5.5449  -2.8218
H  5.5077  3.2169  -3.2538
C  -5.8133  -4.6551  0.5182
C  -5.6683  -3.4701  -0.5198
C  -6.8573  -2.3911  -0.4248
O  -4.4783  -2.8121  -0.1988
H  -6.6493  -5.2241  0.4712
H  -5.5863  -4.5351  1.7322
H  -5.3273  -5.5671  0.4202
H  -5.5953  -3.8281  -1.4288
H  -7.7533  -2.8861  -0.2088
H  -7.0953  -1.6941  -1.1918
H  -6.7703  -1.8291  0.4272
H  -3.6883  -2.9281  -0.5608
C  -1.3503  -1.6641  5.2922
C  -1.1893  -3.1841  5.6412
C  -2.4023  -3.8711  6.2312
O  -0.8133  -3.9001  4.6072
H  -0.3783  -1.2241  5.2832
H  -1.9723  -1.0441  5.9072
H  -1.8443  -1.3921  4.3422
H  -0.3953  -3.2321  6.5272
H  -2.2593  -4.7071  6.8842
H  -3.0373  -4.1531  5.4472
H  -3.1243  -3.3781  6.7712
H  -0.2963  -3.2591  4.2142
C  3.4257  -3.8231  -2.3838
C  4.0187  -3.4871  -3.6728
C  3.1637  -4.1151  -4.8088
O  4.0437  -2.0691  -3.7748
H  3.2157  -5.0941  -2.3318
H  2.5047  -3.5431  -2.2888
H  4.1377  -3.4411  -1.4848
H  4.7287  -4.1151  -3.9348
H  2.2557  -3.6491  -4.9008
H  2.8347  -5.2371  -4.6918
H  3.7277  -4.0071  -5.5518
H  4.4697  -1.7581  -2.9878
C  -1.0723  0.9119  -5.5308
C  -1.3193  -0.3501  -4.6928
C  -0.1793  -1.1811  -4.7828
O  -1.6513  0.1159  -3.3308
H  -1.8623  1.4759  -5.3978
H  -1.0903  0.7119  -6.6238
H  -0.1603  1.5379  -5.3528
H  -2.2543  -0.6311  -5.0268
H  -0.3613  -2.1391  -4.3108
H  0.6957  -0.7211  -4.3688
H  -0.0243  -1.4351  -5.8098
H  -1.5853  -0.8181  -2.7718
C  2.3897  1.1869  2.2032
C  1.4847  0.9879  3.3642
C  0.3167  2.0519  3.5692
O  0.7957  -0.1151  3.0642
H  1.8567  1.6049  1.4272
H  3.1777  0.4169  1.9482
H  2.8587  2.1969  2.4922
H  2.1637  0.8949  4.1292
H  -0.3523  1.9319  2.5922
H  0.6797  3.0409  3.6562
H  -0.1033  1.9629  4.4652
H  1.3757  -0.8981  2.9012
C  -1.5073  3.4259  -2.7308
C  -2.5073  4.6069  -3.2328
C  -2.0313  6.0089  -3.0808
O  -2.7713  6.9519  -3.4398
C  -0.5643  6.2049  -2.9258
C  0.3897  5.1709  -2.6608
C  -0.0643  3.6649  -2.6768
O  0.7587  2.8249  -2.7608
H  -1.9963  2.3839  -2.5678
H  -3.7133  4.2549  -3.1458
H  -0.2303  7.1099  -3.0958
H  1.5737  5.4369  -2.6168
C  6.0297  0.5289  -0.4778
C  6.7747  0.8549  0.8512
C  6.3977  -0.1521  2.0642
O  7.0087  -0.0801  3.1102
C  5.5217  -1.1881  1.8342
C  4.7397  -1.3641  0.6032
C  4.9227  -0.4681  -0.5048
O  4.2057  -0.5521  -1.5078
H  6.1997  1.1349  -1.4768
H  7.4477  1.6719  0.8422
H  5.2837  -1.8211  2.5292
H  4.0517  -2.1171  0.4282
C  -5.2543  2.0229  4.6192
C  -6.0193  3.2149  5.0292
C  -6.0823  4.4509  4.0112
O  -6.6263  5.5199  4.4202
C  -5.3753  4.3159  2.7712
C  -4.7153  2.9989  2.4702
C  -4.5453  1.9379  3.3362
O  -3.7773  1.0059  3.0792
H  -5.2153  1.0849  5.2352
H  -6.7243  3.3799  5.8522
H  -5.3763  5.1559  2.0872
H  -4.0203  3.0279  1.5732

Atomic partial charges in e from the Mulliken method, atoms 1 to 4: -1.784, 1.195, -0.483, 0.893

***

[3]
Entry from the OMol25 dataset: a 2-piece molecular cluster, C4H10OS overall (ωB97M-V/def2-TZVPD).

**Relative energy (zero: lowest compared OMol25 entry of this formula, charge and spin)**: 174.4 kJ/mol
**Spin multiplicity**: 1
**E_tot**: -631.75826 Eh
**LUMO**: 0.8 eV
**SMILES**: C=CO.CSC

Cartesian coordinates (Å):
C  -0.8908  -1.4687  2.2341
C  -0.0490  -0.8786  1.3939
O  0.7859  0.2256  1.8030
H  -1.5706  -2.2067  1.9469
H  -1.0720  -1.1573  3.2014
H  0.0256  -1.2463  0.4451
H  0.5499  0.4298  2.7955
C  1.4933  1.2196  -1.0949
S  0.8472  -0.0349  -2.2722
C  -0.9189  0.1882  -1.9970
H  2.1209  0.7533  -0.3115
H  0.6834  1.7488  -0.5989
H  2.1219  1.9392  -1.6115
H  -1.4623  -0.6671  -2.5581
H  -1.3191  0.0108  -0.9180
H  -1.3456  1.1443  -2.4580

Atomic partial charges in e from the natural (NBO) method, atoms 1 to 4: -0.506, 0.150, -0.707, 0.206

***

[4]
Entry from the OMol25 dataset: a 15-piece molecular cluster, C18H66N14O15 overall (ωB97M-V/def2-TZVPD).

**Relative energy (zero: lowest compared OMol25 entry of this formula, charge and spin)**: 0.0 kJ/mol
**Spin multiplicity**: 1
**E_tot**: -2620.55538 Eh
**LUMO**: -0.1 eV

Cartesian coordinates (Å):
C  -2.7642  -4.7336  -1.3730
C  -3.1902  -3.4146  -0.8800
O  -2.2932  -2.4026  -1.2770
H  -1.8452  -5.0456  -0.8870
H  -2.5242  -4.7906  -2.3930
H  -3.5822  -5.4786  -1.1990
H  -3.4112  -3.4306  0.1730
H  -4.1412  -3.0746  -1.1870
H  -2.4622  -2.1756  -2.1710
C  1.1318  3.6534  -2.9550
C  -0.2042  4.0384  -2.3740
O  -0.4992  3.3104  -1.2210
H  1.3558  4.2354  -3.8540
H  1.1178  2.6424  -3.3900
H  1.9938  3.7894  -2.2800
H  -0.9652  3.7754  -3.0950
H  -0.2692  5.0834  -2.1120
H  -1.0302  3.8934  -0.6520
C  -1.4132  2.3554  1.8960
C  -2.3332  2.8834  3.0000
O  -2.7832  4.1584  2.6250
H  -0.7762  1.5714  2.2530
H  -0.7432  3.1554  1.6210
H  -1.9252  2.0404  0.9710
H  -1.7712  2.8564  3.8980
H  -3.1852  2.2634  3.0490
H  -3.3872  4.4494  3.3120
C  3.8718  1.6154  2.4470
O  4.5168  2.7734  2.8740
N  3.4058  0.6524  3.1960
N  3.6758  1.4294  1.1700
H  3.5838  0.7214  4.2190
H  3.1458  -0.2026  2.7210
H  4.0138  2.1954  0.5410
H  2.8938  0.8624  0.7980
C  0.0248  0.0444  -0.0660
O  1.1858  0.6054  0.5030
N  -0.3772  -1.1126  0.2420
N  -0.8152  0.6894  -0.8130
H  0.3028  -1.6306  0.7920
H  -1.1702  -1.5046  -0.2530
H  -0.5832  1.6994  -1.0290
H  -1.8092  0.3644  -0.7560
C  2.2578  4.6714  0.7300
O  1.7338  5.7354  -0.0100
N  3.3688  4.7574  1.4540
N  1.7998  3.4704  0.5100
H  3.7898  5.6834  1.3870
H  3.7438  4.0014  2.0400
H  1.0768  3.3654  -0.1730
H  2.0788  2.6284  0.9490
C  4.2038  -1.9896  1.0850
O  2.9368  -1.5916  1.5450
N  5.0118  -1.0176  0.6500
N  4.5158  -3.2546  0.8410
H  4.6338  -0.0816  0.8220
H  6.0428  -1.1206  0.6070
H  3.7648  -3.8316  1.2320
H  5.4608  -3.5546  0.8410
C  -0.3042  -0.3606  -4.1700
O  -0.5142  0.9724  -4.5210
N  -0.1312  -1.3216  -5.0490
N  -0.3612  -0.8386  -2.9930
H  -0.2722  -1.0456  -6.0140
H  0.3888  -2.2266  -4.8480
H  -0.7032  -0.2016  -2.2370
H  -0.1832  -1.8146  -2.7680
C  -4.6772  -0.3176  -0.4070
O  -3.3922  0.1134  -0.2340
N  -5.3012  -1.1266  0.4170
N  -5.3372  0.0554  -1.4800
H  -4.7402  -1.5196  1.1880
H  -6.1992  -1.5716  0.2320
H  -4.8852  0.7544  -2.1070
H  -6.3152  -0.1346  -1.6090
C  1.0398  -4.3216  1.5600
O  0.2208  -4.8466  0.6040
N  2.3408  -4.5486  1.6140
N  0.6458  -3.5666  2.5480
H  2.6478  -5.2476  0.9560
H  2.9068  -4.3366  2.4110
H  -0.3752  -3.5706  2.6870
H  1.2508  -2.9366  3.0280
C  3.2428  0.8884  -1.9720
O  2.8618  0.4024  -3.2040
H  2.5888  1.6254  -1.5550
H  4.2498  1.3054  -2.0990
H  3.4138  0.0854  -1.2500
H  1.8718  0.2694  -3.0730
C  -3.0782  1.7824  -2.8310
O  -4.4122  1.9054  -3.1800
H  -2.8212  2.1314  -1.8590
H  -2.4752  2.1814  -3.6390
H  -2.7792  0.7464  -2.8190
H  -4.5422  2.8384  -3.3860
C  0.3148  -0.3636  3.7990
O  1.2918  -1.0956  4.4680
H  -0.2682  -1.0506  3.1010
H  0.9048  0.3924  3.2740
H  -0.4022  0.1114  4.4380
H  1.1598  -0.8336  5.3900
C  1.8148  -2.5816  -1.7970
O  0.6158  -3.3336  -1.7690
H  2.6898  -3.2116  -1.5840
H  1.8178  -1.8666  -0.9190
H  1.9928  -2.0596  -2.7260
H  0.4838  -3.8376  -0.9320
C  -2.8662  -0.6316  2.7280
O  -3.5682  -1.8216  2.5690
H  -3.4632  0.3024  2.6870
H  -2.1942  -0.4316  1.9210
H  -2.3102  -0.6416  3.6120
H  -4.2642  -1.9276  3.2060

Atomic partial charges in e from the Mulliken method, atoms 1 to 4: -1.281, -0.396, -0.535, 0.159

***

[5]
Entry from the OMol25 dataset: CHMgNaO2 as an isolated structure (ωB97M-V/def2-TZVPD).

**Charge**: +1
**Spin multiplicity**: 2
**E_tot**: -551.24960 Eh
**LUMO (alpha / beta)**: -4.7 / -4.7 eV

Cartesian coordinates (Å):
O  3.2422  -0.1925  0.3116
C  -0.1475  0.3035  -0.0186
O  -1.0432  -0.5332  -0.0138
Na  -3.4485  -0.7986  0.1715
Mg  1.7093  -0.1661  -0.5438
H  -0.3124  1.3869  0.0932

Atomic partial charges in e from the natural (NBO) method, atoms 1 to 4: -0.877, -0.162, -0.692, 0.988